The following is a quantum chemistry calculation of the ion C3H6BN2O2 with charge +1 in a non-equilibrium geometry, from the Open Molecules 2025 dataset.

Computed properties:
Calculated total energy, a.u.: -402.62405
Gap between HOMO and LUMO, eV: 10.8
Structure (SMILES): OB(O)n1cc[nH+]c1
HOMO, eV: -14.59

Structure (ORCA input):
```
! wB97M-V def2-TZVPD RIJCOSX def2/J DEFGRID3
* xyz 1 1
O 0.1763 1.0946 2.5055
B -0.4663 0.9261 1.2930
O -1.7181 1.5498 1.0958
N 0.0397 0.0775 0.1441
C 0.7731 0.6839 -0.8876
C 1.0382 -0.3927 -1.8098
N 0.4788 -1.5351 -1.2474
C -0.1350 -1.2572 -0.0470
H -0.4718 0.8824 3.2090
H -2.2230 0.8915 0.5745
H 1.0650 1.7467 -0.9884
H 1.5953 -0.2368 -2.7541
H 0.5111 -2.4494 -1.6972
H -0.6632 -1.9813 0.6098
*
```

Computed natural (NBO) charges, given in elementary charges: -0.87, 1.26, -0.85, -0.57, -0.04, -0.04, -0.46, 0.24, 0.53, 0.49, 0.28, 0.28, 0.46, 0.27